This record from OMol25 describes C3H6N2O2S in the gas phase. The level of theory is the ωB97M-V functional and the def2-TZVPD basis.

```
! wB97M-V def2-TZVPD RIJCOSX def2/J DEFGRID3
* xyz 0 1
N -2.56182 -0.49118 -0.08541
O -0.94129 1.11360 -0.38512
H 1.20813 1.77753 0.65902
N -0.13802 0.14359 -0.18617
O -3.97840 -0.48507 -0.37939
H 1.87674 -1.35842 0.45741
H 2.83236 -0.38659 1.51117
H 4.01466 -1.43535 -0.92792
H -2.92677 1.64132 -0.25278
C -2.27691 0.70248 -0.21798
S 3.52863 0.05099 -0.66141
H -3.84373 -1.47352 -0.62125
C 2.22202 -0.40896 0.62749
C 0.98440 0.60959 0.46235
*
```

The calculation puts the gap between HOMO and LUMO at 0.3458 Eh. The SMILES is O/N=C/O/N=C/CS. The value obtained for the energy above the lowest of the compared OMol25 structures with the same formula, charge and spin is 750.17 kJ/mol.

Atom charges from the Mulliken analysis, given in e for atoms 1 to 6: N -0.387; O -0.071; H 0.293; N -0.407; O -0.392; H 0.375

This record from OMol25 describes 2 unconnected molecules or ions with the total composition C3H6N2O2S. The level of theory is the ωB97M-V functional and the def2-TZVPD basis.

```
! wB97M-V def2-TZVPD RIJCOSX def2/J DEFGRID3
* xyz 0 1
H -0.62064 -1.68859 2.37654
H -2.26376 2.61940 0.41059
H -0.51901 2.63081 -0.24000
C 0.26875 -1.60374 1.73284
C -1.42980 2.21806 -0.29347
O 1.89056 -0.02604 -1.93007
H -0.07543 -2.94310 0.04063
C 0.51682 -2.17348 0.56412
H 1.01490 -0.96319 2.15764
N -1.67318 1.05378 -0.65578
H 1.22275 -1.76637 -0.02432
N 1.08311 0.74772 -1.52366
S -0.61789 0.00605 -1.44854
O 1.20281 1.88869 -1.16652
*
```

The calculation puts the gap between HOMO and LUMO at 0.3556 Eh. The SMILES is C=NS[N+](=O)[O-].C=C. The value obtained for the energy above the lowest of the compared OMol25 structures with the same formula, charge and spin is 686.76 kJ/mol.

Atom charges from the Mulliken analysis, given in e for atoms 1 to 6: H 0.231; H 0.215; H 0.339; C -0.417; C -0.215; O -0.543

This record from OMol25 describes a molecular structure, C3H6N2O2S. The level of theory is the ωB97M-V functional and the def2-TZVPD basis.

```
! wB97M-V def2-TZVPD RIJCOSX def2/J DEFGRID3
* xyz 0 1
C -0.85231 -2.66481 -0.69082
S -1.44500 -2.12829 -2.35186
N -0.98195 0.00724 -0.19304
C 0.34285 0.10732 -0.21799
N 0.99786 -0.88155 -0.76911
H -1.47166 0.74458 0.22684
O 0.41392 -1.98255 -1.22063
H -1.41679 -2.25334 0.14091
O -1.37085 -3.26536 -3.22951
H 0.87474 1.51486 1.27259
H 2.20422 1.10621 0.31805
C 1.18041 1.22135 0.33339
H 0.91309 1.99043 -0.53406
H -0.66868 -3.82589 -0.64740
*
```

The calculation puts the gap between HOMO and LUMO (alpha / beta) at 0.2379 / 0.3193 Eh. The value obtained for the energy above the lowest of the compared OMol25 structures with the same formula, charge and spin is 718.76 kJ/mol.

Atom charges from the Mulliken analysis, given in e for atoms 1 to 6: C -0.383; S 0.452; N -0.660; C 0.864; N -0.359; H 0.154

This record from OMol25 describes a molecular structure, C3H6N2O2S. The level of theory is the ωB97M-V functional and the def2-TZVPD basis.

```
! wB97M-V def2-TZVPD RIJCOSX def2/J DEFGRID3
* xyz 2 1
H 1.54076 -1.40826 -2.45387
C 1.16541 -0.55790 -1.92032
C 0.19191 -0.31271 0.58821
N 1.05061 -0.89226 -0.51927
C -1.55749 1.06692 1.54670
H -2.52321 0.41427 1.56338
H 0.18621 -0.37779 -2.32203
N -0.68824 0.76888 0.38294
S 0.76872 -1.36324 1.71813
H 1.83005 0.33357 -1.97171
H -0.90234 0.67506 2.39794
H -1.80218 2.15504 1.36761
O -0.85650 1.27108 -0.66358
O 1.59630 -1.77265 0.28585
*
```

The calculation puts the gap between HOMO and LUMO (alpha / beta) at 0.2808 / 0.2811 Eh. The value obtained for the energy above the lowest of the compared OMol25 structures with the same formula, charge and spin is 44.73 kJ/mol.

Atom charges from the Mulliken analysis, given in e for atoms 1 to 6: H 0.330; C -0.571; C 0.283; N 0.299; C -0.578; H 0.371

no.,energy (a.u.),molecular weight (g/mol)
1,-775.8544,134.16
2,-775.8786,134.16
3,-775.8664,134.16
4,-775.0905,134.16